Entry 1:
Below is a 2-piece molecular cluster, C4H4O3 overall in a non-equilibrium geometry, with properties calculated with wB97M-V/def2-TZVPD.

Geometry (Å):
O (-2.765, -2.399, 0.431)
O (-2.935, -0.161, 0.752)
C (-2.869, -1.269, 0.529)
C (0.533, 1.165, 1.034)
O (0.458, 2.075, 1.747)
H (2.361, -0.068, -1.384)
C (0.871, 0.071, 0.334)
H (1.444, 1.397, -1.260)
H (0.693, -0.179, -1.861)
C (1.325, 0.255, -1.098)
H (0.883, -0.888, 0.777)

- Kohn-Sham gap: 9.307 eV
- SMILES: CC=C=O.O=C=O
- Calculated total energy: -10354.552 eV
- E_HOMO: -8.84 eV


Entry 2:
Below is one molecule with the formula C4H4O3 in a non-equilibrium geometry, with properties calculated with wB97M-V/def2-TZVPD.

Geometry (Å):
C (0.284, 0.139, 0.030)
O (-1.721, 0.291, -0.554)
H (1.544, -1.725, -0.219)
C (-0.639, 1.032, -0.973)
O (1.412, 0.173, 0.854)
H (-1.180, -1.375, 0.682)
H (2.147, -0.201, -1.060)
C (-1.041, -0.303, 0.569)
O (-0.665, 1.855, -1.834)
C (1.480, -0.638, -0.321)
H (-1.309, 0.228, 1.490)

- Kohn-Sham gap: 11.309 eV
- SMILES: O=C1OC[C@@]12CO2
- Calculated total energy: -10352.813 eV
- E_HOMO: -10.49 eV


Entry 3:
Below is one molecule with the formula C4H4O3, with properties calculated with wB97M-V/def2-TZVPD.

Geometry (Å):
C (-0.403, -0.407, -0.402)
H (-2.497, -0.385, -0.792)
H (2.882, -0.381, 0.774)
H (-2.045, 0.014, 0.900)
O (2.445, 0.489, -1.009)
H (-1.798, 1.206, -0.370)
O (0.458, 0.466, 1.676)
C (-1.780, 0.132, -0.155)
C (2.142, 0.021, 0.058)
C (0.697, 0.073, 0.558)
O (-0.102, -1.227, -1.238)

- Kohn-Sham gap: 8.877 eV
- SMILES: CC(=O)C(=O)C=O
- Calculated total energy: -10353.946 eV
- E_HOMO: -9.80 eV


Entry 4:
Below is one molecule with the formula C4H4O3, with properties calculated with wB97M-V/def2-TZVPD.

Geometry (Å):
C (-0.376, -0.629, -0.353)
H (-2.151, 0.007, -1.344)
O (2.102, 0.742, -0.782)
C (1.967, 0.265, 0.315)
H (-2.189, 0.174, 0.440)
O (-0.153, -1.587, -1.055)
H (2.753, 0.270, 1.093)
C (0.631, -0.329, 0.761)
O (0.409, -0.544, 1.928)
H (-1.239, 1.315, -0.519)
C (-1.570, 0.271, -0.459)

- Kohn-Sham gap: 8.843 eV
- SMILES: CC(=O)C(=O)C=O
- Calculated total energy: -10353.934 eV
- E_HOMO: -9.80 eV


Entry 5:
Below is C4H4O3 as an isolated structure, with properties calculated with wB97M-V/def2-TZVPD.

Geometry (Å):
C (-0.770, -1.587, 1.474)
H (-1.283, -0.625, 1.291)
O (-1.292, 0.445, -0.810)
C (1.166, 1.817, -0.495)
H (-0.663, -1.897, 2.529)
O (2.373, 1.864, -0.611)
H (-0.100, -0.926, -1.888)
C (0.507, 0.558, -0.228)
O (-0.342, -2.259, 0.567)
H (0.502, 2.703, -0.539)
C (-0.239, -0.156, -1.130)

- Kohn-Sham gap: 9.387 eV
- Calculated total energy: -10349.879 eV
- E_HOMO: -9.77 eV


Entry 6:
Below is one molecule with the formula C4H4O3S in a non-equilibrium geometry, with properties calculated with wB97M-V/def2-TZVPD.

Geometry (Å):
C (-1.591, 0.363, -0.006)
C (0.731, 0.818, -0.073)
O (2.406, -0.812, 0.798)
S (-2.907, -0.594, 0.066)
O (-0.276, -0.060, -0.163)
C (2.075, 0.189, -0.093)
O (0.462, 2.038, -0.014)
H (-1.647, 1.471, 0.007)
C (2.169, -1.210, -0.498)
H (1.211, -1.663, -0.771)
H (3.039, -1.534, -1.090)
H (2.869, 0.943, -0.150)

- Kohn-Sham gap: 8.734 eV
- SMILES: O=C(OC=S)[C@@H]1CO1
- Calculated total energy: -21188.080 eV
- E_HOMO: -9.46 eV


Entry 7:
Below is one molecule with the formula C4H4O3S in a non-equilibrium geometry, with properties calculated with wB97M-V/def2-TZVPD.

Geometry (Å):
H (0.035, -3.483, -0.670)
C (0.318, -2.524, -0.162)
H (0.417, 2.098, 1.438)
C (-0.048, -1.251, -0.829)
O (0.112, 1.076, -0.430)
C (0.019, 2.307, 0.456)
C (-0.500, -0.015, 0.041)
H (0.582, 2.991, -0.260)
O (-1.300, -0.031, 0.915)
S (1.551, -2.539, 0.986)
H (-0.983, 2.578, 0.563)
O (-0.204, -1.206, -2.049)

- Kohn-Sham gap: 7.823 eV
- SMILES: COC(=O)C(=O)C=S
- Calculated total energy: -21188.472 eV
- E_HOMO: -9.64 eV


Entry 8:
Below is one molecule with the formula C4H4O3S in a non-equilibrium geometry, with properties calculated with wB97M-V/def2-TZVPD.

Geometry (Å):
C (-1.099, 0.913, -0.508)
O (1.027, -1.495, 1.099)
S (2.109, -0.559, -2.053)
C (0.371, -0.624, 0.282)
H (-1.915, 1.602, -0.820)
C (-0.860, 0.090, 0.540)
H (2.911, 0.377, -1.629)
H (0.489, -1.506, 1.923)
H (-2.148, 0.733, 1.775)
O (-1.520, -0.052, 1.753)
C (0.737, -0.218, -0.967)
O (-0.103, 0.740, -1.397)

- Kohn-Sham gap: 9.111 eV
- SMILES: Oc1coc(S)c1O
- Calculated total energy: -21188.902 eV
- E_HOMO: -8.70 eV